No. 1
# C4H10O3

A cluster of 3 separate species, C4H10O3 in total at a distorted geometry (ωB97M-V/def2-TZVPD, the OMol25 dataset).

Geometry (Å):
C1 0.48667 1.92386 -0.08519
C2 1.12394 1.15153 -1.02775
O1 1.65080 1.87708 -2.18678
C3 1.64065 -0.19844 -0.87898
C4 2.04797 -1.05750 -1.89472
H1 0.49234 3.01514 -0.03512
H2 0.18043 1.32868 0.72042
H3 2.18333 2.50402 -1.67162
H4 1.34226 -0.69246 0.07862
H5 2.36491 -0.63740 -2.93838
H6 1.71475 -2.08983 -2.00150
H7 -3.66207 -0.22333 1.47470
H8 -3.54510 0.78272 2.58432
O2 -3.67564 -0.14830 2.44589
H9 -2.38084 -2.42249 2.63226
H10 -0.84460 -2.51781 2.45473
O3 -1.68025 -2.97428 2.24357

Summary:
- SMILES string = C=CC(=C)O.O.O
- E_HOMO (Ha) = -0.325
- multiplicity = 1
- ΔE to the lowest compared entry with this formula, charge and spin (kJ/mol) = 337.6
- lowest unoccupied orbital energy (eV) = 0.01


No. 2
# C2H5NO2

An isolated molecule of C2H5NO2 at a distorted geometry (ωB97M-V/def2-TZVPD, the OMol25 dataset).

Geometry (Å):
C1 -0.87311 -0.15511 -0.13968
C2 0.48195 -0.89319 -0.08131
H1 -1.48588 1.76856 -0.11433
H2 0.30246 1.45837 -0.09182
H3 0.30473 -1.41441 0.91499
H4 0.55391 -1.56347 -0.95975
H5 1.70802 0.41221 0.76966
N1 -0.65807 1.17800 -0.09231
O1 -1.90071 -0.74460 -0.03920
O2 1.56670 -0.04637 -0.16625

Summary:
- SMILES string = NC(=O)CO
- E_HOMO (Ha) = -0.350
- multiplicity = 1
- ΔE to the lowest compared entry with this formula, charge and spin (kJ/mol) = 87.0
- lowest unoccupied orbital energy (eV) = 0.50


No. 3
# C10H13O2

A cluster of 2 separate species, C10H13O2 in total at a distorted geometry (ωB97M-V/def2-TZVPD, the OMol25 dataset).

Geometry (Å):
C1 1.87150 -0.81383 -2.06499
C2 -0.23341 -3.27580 -0.11208
C3 0.27490 -2.67245 -1.30090
C4 -0.15849 -2.68333 1.15019
C5 0.91489 -1.48264 -1.04503
C6 0.36329 -1.40719 1.30995
C7 0.86013 -0.78617 0.18195
H1 -0.71027 -4.14473 -0.12463
H2 0.30788 -3.20004 -2.30313
H3 -0.75718 -3.16839 1.93965
H4 0.56034 -0.84229 2.21760
H5 2.76043 -0.28009 -1.59732
H6 1.49103 -0.06000 -2.76305
H7 0.95251 0.32858 0.23525
H8 2.32637 -1.65131 -2.53037
C8 -0.58595 2.80523 0.28708
C9 -1.94322 2.17605 -0.02086
C10 -0.45671 3.17298 1.89246
O1 0.71053 3.04689 2.28066
O2 -1.40503 3.29152 2.57758
H9 0.20770 2.06395 0.14334
H10 -0.25400 3.69032 -0.30225
H11 -2.82605 2.81923 0.19356
H12 -2.18931 1.35351 0.76590
H13 -2.08188 1.72001 -1.01056

Summary:
- E_HOMO (Ha) = -0.137
- multiplicity = 1
- ΔE to the lowest compared entry with this formula, charge and spin (kJ/mol) = 185.8
- total charge = -1
- lowest unoccupied orbital energy (eV) = 3.10


No. 4
# C3H12ClMgN6O3

A structure of composition C3H12ClMgN6O3 at a distorted geometry (ωB97M-V/def2-TZVPD, the OMol25 dataset).

Geometry (Å):
Mg1 1.21151 -2.87486 2.24841
Cl1 0.17162 -1.62386 0.67254
C1 -0.55783 -1.13954 -3.43466
O1 -0.75153 -0.82519 -4.59179
N1 0.09879 -2.32211 -3.13741
N2 -0.86821 -0.36336 -2.35582
H1 0.46316 -2.84597 -3.91080
H2 0.26241 -2.65495 -2.20688
H3 -1.30898 0.51769 -2.54967
H4 -0.92616 -0.78372 -1.44903
C2 -1.63368 1.01647 3.16123
O2 -0.47483 1.22294 2.83139
N3 -2.32954 1.81390 4.00951
N4 -2.35384 -0.04797 2.63298
H5 -1.79462 2.45010 4.57594
H6 -3.27603 1.62755 4.28592
H7 -2.89408 -0.61896 3.25747
H8 -1.92672 -0.44083 1.81794
C3 2.77373 1.29840 -0.86491
O3 3.77644 1.96601 -1.00129
N5 2.54437 0.13049 -1.55011
N6 1.85143 1.55537 0.12736
H9 3.11391 -0.09264 -2.34275
H10 1.74554 -0.39267 -1.25689
H11 1.05269 1.01805 0.40474
H12 2.03046 2.40963 0.62659

Summary:
- E_HOMO (Ha) = -0.436
- multiplicity = 1
- ΔE to the lowest compared entry with this formula, charge and spin (kJ/mol) = 38.1
- total charge = +1
- lowest unoccupied orbital energy (eV) = -8.67


No. 5
# C18H21N3O3S

An isolated molecule of C18H21N3O3S at a distorted geometry (ωB97M-V/def2-TZVPD, the OMol25 dataset).

Geometry (Å):
C1 3.98163 1.31811 1.27277
C2 4.40756 0.72006 -0.00709
C3 5.62813 1.00697 -0.58877
C4 6.26349 0.49097 -1.66506
C5 5.56873 -0.28345 -2.32821
C6 4.39722 -0.86020 -1.76370
C7 3.92883 -0.30983 -0.51289
N1 2.58080 -0.58826 -0.28171
C8 1.58901 -1.27036 -0.89767
O1 1.54685 -1.65828 -1.92229
N2 0.47144 -1.70809 -0.12422
C9 -0.66290 -2.08078 -0.78401
H1 -0.98555 -2.83448 -0.17682
H2 -0.55183 -2.27340 -1.71624
C10 -1.90342 -1.00241 -0.53130
N3 -2.02361 -0.82781 1.06763
S1 -2.30779 0.99300 1.34422
O2 -2.27752 1.10902 2.70091
O3 -1.48743 1.63337 0.31354
C11 -3.91810 0.99697 0.57302
C12 -4.09369 1.91635 -0.69853
C13 -5.31210 1.80125 -1.10036
C14 -6.49373 1.24698 -0.53151
C15 -6.21317 0.46625 0.74093
C16 -5.03444 0.52552 0.87532
H3 -4.88112 -0.07173 2.05401
H4 -7.08410 0.28976 1.26481
H5 -7.54626 1.37587 -1.02130
H6 -5.49573 2.51377 -1.93714
H7 -3.30864 2.31563 -1.00811
C17 -1.14988 -1.38139 1.74617
H8 -1.23886 -0.76710 2.74311
C18 0.26222 -1.08075 1.34749
H9 1.07486 -1.41005 2.08067
H10 0.47294 0.09415 1.42552
H11 -1.37029 -2.57840 1.84768
H12 -1.73794 -0.06363 -1.12449
H13 -2.82613 -1.73004 -0.64270
H14 2.38077 -0.28835 0.70615
H15 3.83194 -1.79936 -2.38957
H16 5.89587 -1.03070 -3.03973
H17 7.41909 0.50539 -1.93294
H18 6.48658 1.79603 0.01328
H19 3.14123 1.92763 1.11135
H20 4.81133 2.12682 1.42230
H21 3.76369 0.72898 2.07546

Summary:
- SMILES string = Cc1ccccc1NC(=O)N1CCN(S(=O)(=O)c2ccccc2)CC1
- E_HOMO (Ha) = -0.301
- multiplicity = 1
- ΔE to the lowest compared entry with this formula, charge and spin (kJ/mol) = 1823.7
- lowest unoccupied orbital energy (eV) = -0.39


No. 6
# CoFHMgNO3S2

A structure of composition CoFHMgNO3S2 at a distorted geometry (ωB97M-V/def2-TZVPD, the OMol25 dataset).

Geometry (Å):
Co1 1.98642 -1.29491 1.25264
N1 -0.69513 -0.78209 -0.22400
S1 0.66752 -1.77614 -0.74220
S2 -0.91674 -0.55281 1.29393
O1 -1.89363 0.85207 1.25499
O2 0.29946 -0.64255 2.14284
F1 -1.82574 -1.76363 1.91503
Mg1 -1.71287 0.99387 -0.87762
O3 -2.28236 2.76428 -0.47733
H1 -1.77706 3.39186 0.04275

Summary:
- E_HOMO (alpha / beta) (Ha) = -0.260 / -0.330
- multiplicity = 5
- lowest unoccupied orbital energy (alpha / beta) (eV) = -1.38 / -1.39


No. 7
# C11H12NO4PtS2Se3Te

A structure of composition C11H12NO4PtS2Se3Te at a distorted geometry (ωB97M-V/def2-TZVPD, the OMol25 dataset).

Geometry (Å):
Pt1 -0.63574 -1.42039 -1.70252
Se1 -1.31344 -3.00781 -3.54585
Se2 0.70023 -3.91751 -3.94956
Te1 1.77003 -2.67973 -1.87039
Se3 3.12330 -0.92346 -2.88104
O1 -2.05178 -0.75042 0.34773
C1 -1.27455 -1.45638 0.97537
N1 -0.51768 -2.42827 0.34296
S1 0.92557 -2.50293 1.12062
O2 1.47116 -3.82369 1.18239
O3 1.78075 -1.50063 0.44788
C2 0.35244 -1.84801 2.64261
C3 0.97330 -1.81712 3.87198
C4 0.27277 -1.19900 4.90336
C5 -0.98432 -0.64205 4.68838
C6 -1.58567 -0.67735 3.43367
C7 -0.89734 -1.29493 2.41010
H1 1.94785 -2.25744 4.03206
H2 0.71585 -1.15099 5.88892
H3 -1.50264 -0.17380 5.51400
H4 -2.56955 -0.26119 3.26377
O4 -1.08290 0.31457 -2.87409
S2 -1.36857 1.53662 -1.93375
C8 -1.10519 2.94309 -3.05011
C9 0.15860 3.67545 -2.59719
C10 1.07644 2.60380 -2.01976
C11 0.18992 1.82046 -1.06201
H5 -2.00385 3.55600 -3.05673
H6 -0.98793 2.46080 -4.02204
H7 -0.08891 4.40618 -1.82545
H8 0.61083 4.21124 -3.43011
H9 1.94275 3.02371 -1.51036
H10 1.43882 1.94381 -2.81141
H11 -0.05931 2.39249 -0.16521
H12 0.57877 0.84489 -0.75820

Summary:
- E_HOMO (alpha / beta) (Ha) = -0.412 / -0.448
- multiplicity = 5
- ΔE to the lowest compared entry with this formula, charge and spin (kJ/mol) = 90.2
- total charge = +1
- lowest unoccupied orbital energy (alpha / beta) (eV) = -3.82 / -6.13


No. 8
# C4H9ClO3S

An isolated molecule of C4H9ClO3S at a distorted geometry (ωB97M-V/def2-TZVPD, the OMol25 dataset).

Geometry (Å):
C1 0.89745 2.28807 -1.75195
C2 0.24615 1.93955 -0.55362
C3 -0.69033 -1.10212 1.76160
C4 -0.90842 -2.52640 1.05038
H1 2.02152 2.10530 -1.71002
H2 0.31145 1.55850 -2.59374
H3 0.81112 3.33010 -2.09767
H4 -0.85230 2.11373 -0.39190
H5 1.05302 2.17092 0.40536
H6 -1.79733 -0.89323 2.22921
H7 0.43402 -1.00384 2.31995
H8 -0.02836 -2.56548 0.31311
H9 -1.94901 -2.38193 0.40070
O1 1.65512 -0.36026 0.14376
O2 0.04477 -0.64670 -1.81367
O3 -0.75672 -0.14569 0.55866
S1 0.45151 0.06283 -0.51367
Cl1 -0.94367 -3.94335 2.24350

Summary:
- SMILES string = CCS(=O)(=O)OCCCl
- E_HOMO (Ha) = -0.397
- multiplicity = 1
- ΔE to the lowest compared entry with this formula, charge and spin (kJ/mol) = 187.4
- lowest unoccupied orbital energy (eV) = 0.54